Entry 1:
Density functional theory data (ωB97M-V/def2-TZVPD) for a single C4H13N3S molecule at a distorted geometry.

Values from the calculation:
SMILES = NCNC[C@H](N)CS
LUMO = 0.87 eV
highest occupied orbital energy = -8.8 eV
E = -19662.9511 eV
spin multiplicity = 1

Cartesian coordinates (Å):
C1 0.5716 1.2583 0.6650
N1 1.5000 0.1342 0.9816
C2 1.3911 -0.3852 2.3297
N2 0.2498 -1.2351 2.7400
C3 -0.1777 1.0679 -0.6927
C4 -0.9609 -0.2549 -0.7856
S1 -0.7218 -1.3157 -2.2279
N3 -0.9824 2.2884 -0.7181
H1 -0.2231 1.2594 1.4194
H2 1.1852 2.1367 0.5061
H3 1.2230 -0.6567 0.4059
H4 1.4389 0.3534 3.1448
H5 2.3449 -0.9177 2.4712
H6 -0.3836 -1.3157 1.9601
H7 0.4808 -2.1421 3.1155
H8 0.7088 1.0056 -1.3485
H9 -0.6067 -0.8391 0.0590
H10 -2.0307 -0.0602 -0.6759
H11 0.4494 -0.9127 -2.7739
H12 -1.9018 2.0912 -0.3324
H13 -1.2104 2.6667 -1.6302

Here are the natural (NBO) charges for atoms 1 to 8, given in e: C -0.212; N -0.627; C -0.064; N -0.875; C -0.075; C -0.544; S -0.047; N -0.832

=====

Entry 2:
Density functional theory data (ωB97M-V/def2-TZVPD) for 2 unconnected molecules or ions with the total composition C4H13N4O at a distorted geometry.

Values from the calculation:
LUMO (alpha / beta) = 0.71 / 0.69 eV
highest occupied orbital energy (alpha / beta) = -4.0 / -8.5 eV
E = -12365.3753 eV
<S²> = 0.753
spin multiplicity = 2

Cartesian coordinates (Å):
C1 0.3654 -0.9832 -3.1511
C2 1.1163 -0.5170 -0.8226
N1 1.6946 -1.8091 -0.7140
N2 0.4626 -0.1288 -1.9827
N3 1.7790 0.4897 -0.0889
H1 1.0718 -2.5848 -0.8660
H2 2.2407 -1.8556 0.1287
H3 -0.2840 0.5284 -1.8390
H4 1.5459 1.4309 -0.3486
H5 1.8572 0.2818 0.8898
H6 -0.2423 -1.8705 -2.9656
H7 1.3787 -1.2492 -3.4490
H8 -0.0827 -0.3749 -3.9347
C3 -1.3649 1.9881 2.5322
C4 -1.2714 0.8483 1.5243
O1 -1.1049 1.0483 0.3444
N4 -1.3739 -0.3909 2.0873
H9 -1.5807 -1.1405 1.4418
H10 -1.8583 -0.5368 2.9599
H11 -1.5022 2.9256 1.9958
H12 -0.5206 2.0438 3.2145
H13 -2.3261 1.8566 3.0437

Here are the natural (NBO) charges for atoms 1 to 8, given in e: C -0.407; C 0.348; N -0.864; N -0.659; N -0.868; H 0.373; H 0.373; H 0.394

=====

Entry 3:
Density functional theory data (ωB97M-V/def2-TZVPD) for 2 unconnected molecules or ions with the total composition C4H13N4O at a distorted geometry.

Values from the calculation:
net charge = +1
LUMO = -2.81 eV
highest occupied orbital energy = -13.6 eV
E = -12359.4163 eV
spin multiplicity = 1

Cartesian coordinates (Å):
C1 -0.0708 -0.1401 -3.9968
C2 -0.2100 0.3700 -2.5826
O1 0.1439 -0.3411 -1.6373
N1 -0.5334 1.6887 -2.3471
H1 -0.6182 -1.2331 -4.0891
H2 0.9160 -0.5285 -4.3715
H3 -0.1073 2.1592 -1.4670
H4 -0.6306 2.2692 -3.0049
H5 -0.2023 0.6001 -4.7078
C3 -0.1635 1.3519 1.6902
C4 0.1866 -0.9488 2.2564
N2 -0.1738 -2.2103 2.0773
N3 0.2836 -0.0137 1.2357
N4 0.7121 -0.6972 3.5269
H6 -0.3101 -2.6292 1.1231
H7 -0.2783 -2.8283 2.8878
H8 -0.0558 -0.2665 0.1555
H9 1.1709 0.0532 3.8307
H10 0.9286 -1.5859 4.1276
H11 -0.9358 1.4285 2.5356
H12 -0.7662 1.6100 0.9344
H13 0.7146 1.8919 1.8229

Here are the natural (NBO) charges for atoms 1 to 8, given in e: C -0.741; C 0.702; O -0.673; N -0.776; H 0.268; H 0.277; H 0.400; H 0.371

=====

Entry 4:
Density functional theory data (ωB97M-V/def2-TZVPD) for 2 unconnected molecules or ions with the total composition C4H13N4O at a distorted geometry.

Values from the calculation:
net charge = +1
LUMO = -2.70 eV
highest occupied orbital energy = -13.3 eV
E = -12362.0213 eV
spin multiplicity = 1

Cartesian coordinates (Å):
C1 0.3445 0.3729 -2.1611
C2 0.7202 2.2191 -0.5578
N1 -0.1020 1.7179 0.3282
N2 1.0286 1.5956 -1.6673
N3 1.4247 3.3223 -0.2382
H1 -0.5588 0.8402 0.0722
H2 -0.5799 2.1030 1.1226
H3 1.4205 2.1529 -2.3991
H4 2.3154 3.6015 -0.6133
H5 1.1382 3.9650 0.4777
H6 0.7438 -0.4420 -1.5861
H7 0.6984 0.2363 -3.1474
H8 -0.7363 0.4278 -2.0946
C3 -1.7612 -2.8849 1.9423
C4 -0.8718 -1.9404 1.2121
O1 -1.1188 -0.7402 1.0966
N4 0.3605 -2.3786 0.8226
H9 -1.4951 -3.9213 1.7598
H10 -2.7819 -2.7014 1.6148
H11 0.9802 -1.6458 0.5209
H12 0.5847 -3.3070 0.5085
H13 -1.7540 -2.5932 2.9867

Here are the natural (NBO) charges for atoms 1 to 8, given in e: C -0.420; C 0.673; N -0.765; N -0.552; N -0.786; H 0.449; H 0.446; H 0.421

=====

Entry 5:
Density functional theory data (ωB97M-V/def2-TZVPD) for a molecular structure, C4H13N6 at a distorted geometry.

Values from the calculation:
net charge = +1
LUMO (alpha / beta) = -2.41 / -5.07 eV
highest occupied orbital energy (alpha / beta) = -9.9 / -13.8 eV
E = -13288.3786 eV
<S²> = 2.009
spin multiplicity = 3

Cartesian coordinates (Å):
C1 2.0170 -0.5146 0.0314
C2 -1.9594 -0.9560 0.8797
C3 -1.8210 0.1732 -1.3186
C4 -0.0238 0.5194 0.4789
N1 1.2524 2.6485 -0.1093
N2 0.7063 -0.4213 -0.1529
N3 0.1008 2.3208 -0.0440
N4 2.6883 -1.6949 -0.2810
N5 2.7727 0.4793 0.4968
N6 -1.4973 0.2579 0.1196
H1 -3.0136 -1.2834 0.7977
H2 -1.2907 -1.7424 0.5139
H3 -1.8671 -0.7934 1.9178
H4 -2.3276 -0.8367 -1.5728
H5 -2.3994 0.9602 -1.7604
H6 -0.8611 0.1929 -1.7115
H7 -0.0330 0.4787 1.5484
H8 1.2343 3.6551 -0.6183
H9 2.2105 -2.3375 -0.8422
H10 3.6948 -1.5940 -0.4256
H11 2.3172 1.3276 0.6643
H12 3.7427 0.3639 0.3925
H13 -2.0530 1.0933 0.3849

Here are the natural (NBO) charges for atoms 1 to 8, given in e: C 0.660; C -0.428; C -0.428; C 0.263; N -0.511; N -0.626; N -0.182; N -0.770

=====

Entry 6:
Density functional theory data (ωB97M-V/def2-TZVPD) for 2 unconnected molecules or ions with the total composition C4H13NO at a distorted geometry.

Values from the calculation:
net charge = -1
LUMO (alpha / beta) = 4.15 / 4.00 eV
highest occupied orbital energy (alpha / beta) = 1.3 / -5.4 eV
E = -7894.4340 eV
<S²> = 0.750
spin multiplicity = 2

Cartesian coordinates (Å):
C1 2.1447 -1.7083 0.3577
O1 1.4459 -0.6942 0.9931
H1 1.4868 -2.4228 -0.1557
H2 2.8556 -1.3252 -0.3897
H3 2.7186 -2.2765 1.0875
C2 -1.9830 -0.0376 1.1621
C3 -1.2260 0.9669 0.3168
N1 -0.2757 0.2948 -0.5844
C4 0.3483 1.2093 -1.5298
H4 -1.2908 -0.6508 1.7429
H5 -2.6493 0.4945 1.8384
H6 -2.6119 -0.6710 0.5348
H7 -1.9163 1.5800 -0.2639
H8 -0.6501 1.6421 0.9524
H9 -0.7084 -0.4896 -1.0703
H10 0.7571 -0.2562 0.3167
H11 -0.3991 1.7368 -2.1408
H12 1.0279 0.6695 -2.1948
H13 0.9259 1.9384 -0.9728

Here are the natural (NBO) charges for atoms 1 to 8, given in e: C -0.266; O -0.817; H 0.135; H 0.137; H 0.148; C -0.691; C -0.370; N -0.670

=====

Entry 7:
Density functional theory data (ωB97M-V/def2-TZVPD) for 2 unconnected molecules or ions with the total composition C4H13NO at a distorted geometry.

Values from the calculation:
SMILES = CCNCC.O
LUMO = 0.81 eV
highest occupied orbital energy = -8.6 eV
E = -7895.5619 eV
spin multiplicity = 1

Cartesian coordinates (Å):
N1 1.2937 -1.5364 -1.3800
C1 0.0000 0.0000 0.0000
C2 2.6691 -3.1475 -2.6486
C3 0.2245 -1.4566 -0.3686
C4 1.3243 -2.8266 -1.9677
H1 1.1270 -0.8857 -2.1583
H2 -0.3727 -0.0879 1.0344
H3 -0.7241 0.5909 -0.5858
H4 0.9620 0.5392 0.0173
H5 2.8340 -2.4271 -3.4673
H6 2.5525 -4.1542 -3.0839
H7 3.5580 -3.1474 -1.9955
H8 0.3300 -2.1148 0.5152
H9 -0.6801 -1.7767 -0.9205
H10 1.1292 -3.5322 -1.1373
H11 0.4291 -2.8172 -2.6188
O1 3.9410 -2.3254 -6.4233
H12 2.9810 -2.3420 -6.2081
H13 4.0726 -3.0893 -7.0295

Here are the natural (NBO) charges for atoms 1 to 8, given in e: N -0.626; C -0.627; C -0.611; C -0.218; C -0.214; H 0.346; H 0.210; H 0.208

=====

Entry 8:
Density functional theory data (ωB97M-V/def2-TZVPD) for 3 unconnected molecules or ions with the total composition C4H13NO2 at a distorted geometry.

Values from the calculation:
SMILES = C=CCCN.O.O
LUMO = 0.85 eV
highest occupied orbital energy = -9.0 eV
E = -9941.0891 eV
spin multiplicity = 1

Cartesian coordinates (Å):
C1 -1.1951 0.0628 -0.6020
C2 -0.3058 0.7895 -1.6518
C3 -0.4126 2.2553 -1.3157
C4 0.6723 2.7421 -0.6691
N1 -2.0375 -0.9583 -1.2114
H1 -1.8499 0.8409 -0.1150
H2 -0.5727 -0.2418 0.2972
H3 -0.6526 0.6974 -2.7084
H4 0.7688 0.5195 -1.5274
H5 -1.4433 2.5731 -1.2227
H6 1.6274 2.4595 -1.0546
H7 0.4996 3.3861 0.2920
H8 -2.3736 -0.4516 -2.0488
H9 -2.9070 -1.2716 -0.8272
H10 -2.0078 -2.5958 1.0087
H11 -1.1843 -3.9221 1.2648
O1 -2.0368 -3.5579 1.3826
H12 4.9957 -0.3897 3.9234
H13 5.6239 -1.6996 3.4336
O2 4.7912 -1.2377 3.3519

Here are the natural (NBO) charges for atoms 1 to 8, given in e: C -0.210; C -0.450; C -0.170; C -0.411; N -0.848; H 0.162; H 0.194; H 0.203

=====

Entry 9:
Density functional theory data (ωB97M-V/def2-TZVPD) for 2 unconnected molecules or ions with the total composition C4H13NO2 at a distorted geometry.

Values from the calculation:
SMILES = CN(C)CCO.O
LUMO = 0.79 eV
highest occupied orbital energy = -9.0 eV
E = -9941.2610 eV
spin multiplicity = 1

Cartesian coordinates (Å):
C1 -0.6106 -0.1411 1.9046
N1 -0.3600 0.3765 0.4829
C2 -1.1440 1.6075 0.2313
C3 -0.8266 -0.7183 -0.4951
C4 0.4633 -1.5142 -0.9223
O1 0.4949 -1.0662 -2.3480
H1 -0.1024 -1.2546 1.8155
H2 0.1025 0.5073 2.6384
H3 -1.6437 -0.2245 2.1792
H4 -1.6327 1.7883 -0.7881
H5 -0.4535 2.4926 0.2165
H6 -1.9759 1.7808 0.9180
H7 -1.1554 -0.2343 -1.4028
H8 -1.6708 -1.2782 -0.0520
H9 0.2325 -2.5934 -0.7562
H10 1.4641 -1.2507 -0.3682
H11 1.4622 -0.9084 -2.6236
H12 1.8573 0.5298 -0.5014
H13 2.7762 1.5406 -0.0931
O2 2.7225 0.5606 -0.0356

Here are the natural (NBO) charges for atoms 1 to 8, given in e: C -0.423; N -0.471; C -0.442; C -0.252; C -0.104; O -0.753; H 0.198; H 0.218

=====

Entry 10:
Density functional theory data (ωB97M-V/def2-TZVPD) for 2 unconnected molecules or ions with the total composition C4H13NO2 at a distorted geometry.

Values from the calculation:
SMILES = CCNCCO.O
LUMO = 0.77 eV
highest occupied orbital energy = -8.7 eV
E = -9942.6720 eV
spin multiplicity = 1

Cartesian coordinates (Å):
C1 1.5324 -1.8118 0.5670
C2 1.6859 -0.5800 1.4055
N1 0.4210 0.2061 1.4480
C3 -0.4608 0.3820 0.2941
C4 -1.9427 -0.0167 0.4789
O1 -2.0990 -0.6686 1.7183
H1 1.3631 -1.5907 -0.4857
H2 2.3915 -2.4893 0.6188
H3 0.7959 -2.5148 0.9972
H4 1.7980 -0.7967 2.4756
H5 2.5697 -0.0091 1.0786
H6 0.5968 1.0613 1.9464
H7 -0.3143 1.3858 -0.1433
H8 -0.0550 -0.2283 -0.5263
H9 -2.2414 -0.6915 -0.3263
H10 -2.6474 0.8222 0.4609
H11 -1.3151 -1.1758 1.9881
H12 -1.2806 3.2464 -5.1007
H13 -0.1815 2.3182 -4.4695
O2 -0.6165 3.1512 -4.4258

Here are the natural (NBO) charges for atoms 1 to 8, given in e: C -0.635; C -0.212; N -0.653; C -0.263; C -0.062; O -0.728; H 0.209; H 0.222

=====

Entry 11:
Density functional theory data (ωB97M-V/def2-TZVPD) for 3 unconnected molecules or ions with the total composition C4H13NO2.

Values from the calculation:
SMILES = C/C=C/NC.O.O
LUMO = 0.70 eV
highest occupied orbital energy = -7.5 eV
E = -9942.9429 eV
spin multiplicity = 1

Cartesian coordinates (Å):
C1 -0.6802 2.0591 0.6111
C2 0.1822 0.9791 1.2103
C3 1.3549 0.5865 0.7117
N1 2.2470 -0.2431 1.3680
C4 3.5200 -0.5953 0.8176
H1 -0.5697 2.0552 -0.4716
H2 -1.7282 1.9278 0.8745
H3 -0.3402 3.0310 0.9786
H4 -0.1120 0.5853 2.1806
H5 1.6601 0.8876 -0.2792
H6 1.9357 -0.5522 2.2726
H7 3.9357 -1.4304 1.3796
H8 3.3964 -0.9426 -0.2077
H9 4.2275 0.2344 0.8555
H10 -1.1509 0.1804 -2.3461
H11 -1.6089 -1.2021 -2.0536
O1 -1.2690 -0.6698 -2.7876
H12 -4.4128 -2.0510 -1.6044
H13 -3.7180 -2.0182 -0.2712
O2 -4.0615 -1.4304 -0.9545

Here are the natural (NBO) charges for atoms 1 to 8, given in e: C -0.624; C -0.311; C 0.013; N -0.622; C -0.398; H 0.198; H 0.212; H 0.207

=====

Entry 12:
Density functional theory data (ωB97M-V/def2-TZVPD) for 3 unconnected molecules or ions with the total composition C4H13NO2 at a distorted geometry.

Values from the calculation:
SMILES = C=C(N)CC.O.O
LUMO = 0.62 eV
highest occupied orbital energy = -8.2 eV
E = -9942.7682 eV
spin multiplicity = 1

Cartesian coordinates (Å):
C1 -0.6855 1.2678 0.9342
C2 -1.0957 -0.0172 1.6261
C3 -1.5296 -1.2480 0.8547
C4 -2.2217 -2.2376 1.4085
N1 -1.1676 -1.1713 -0.5061
H1 -0.2960 2.0800 1.5385
H2 0.0368 1.0461 0.1358
H3 -1.5255 1.6984 0.3806
H4 -0.4316 -0.3396 2.4344
H5 -1.9997 0.2093 2.2123
H6 -2.6846 -2.0627 2.3812
H7 -2.5519 -3.1954 1.0327
H8 -1.4959 -0.3171 -0.9053
H9 -1.4521 -1.9364 -1.1026
H10 2.5034 3.3719 -2.4204
H11 1.9181 2.0786 -2.8815
O1 2.7392 2.4669 -2.6201
H12 4.7348 -0.4910 -1.4489
H13 3.3695 -0.7262 -1.9360
O2 3.8357 -0.4765 -1.1181

Here are the natural (NBO) charges for atoms 1 to 8, given in e: C -0.619; C -0.455; C 0.213; C -0.528; N -0.829; H 0.227; H 0.216; H 0.194

=====

It is found that the relative energy (zero: lowest compared OMol25 entry of this formula, charge and spin) values, taken in the order of the records, are 43.14 0.00 80.07 20.00 0.00 17.18 25.34 71.66 67.70 35.16 28.91 32.94 kcal per mole.